Entry 1:
A structure of composition C44H36BrEuO3P2. Source: the OMol25 dataset; level of theory: the ωB97M-V functional and the def2-TZVPD basis.

The HOMO energy (spin up / spin down) comes out at -13.17 / -13.07 eV. Its orbital gap (spin up / spin down) is 6.7 / 3.9 eV. The multiplicity is 7. As for the net charge: +2. The calculation puts the LUMO energy (spin up / spin down) at -6.5083 / -9.2081 eV.

Atoms and positions in Å:
Eu  0.042  -0.258  -0.413
P  0.894  2.174  -1.248
C  1.433  -0.212  1.548
O  1.988  0.091  2.519
P  -0.217  -2.926  -0.199
C  1.453  3.049  0.213
C  -0.680  2.856  -1.792
C  2.140  2.088  -2.509
C  1.137  -3.894  -0.808
C  -0.509  -3.209  1.568
C  -1.781  -3.169  -1.080
C  2.743  3.595  0.177
C  3.127  4.398  1.244
C  2.260  4.591  2.324
C  1.002  3.980  2.376
C  0.593  3.171  1.327
H  3.369  3.406  -0.699
H  4.104  4.869  1.190
H  2.568  5.229  3.143
H  0.335  4.145  3.219
H  -0.379  2.658  1.326
C  3.331  1.356  -2.298
C  4.309  1.455  -3.274
C  4.068  2.227  -4.417
C  2.853  2.892  -4.627
C  1.848  2.807  -3.673
H  3.478  0.752  -1.392
H  5.258  0.947  -3.124
H  4.840  2.313  -5.173
H  2.650  3.488  -5.511
H  0.874  3.301  -3.765
C  -0.766  4.235  -1.562
C  -1.864  4.909  -2.085
C  -2.841  4.195  -2.787
C  -2.764  2.808  -2.974
C  -1.687  2.105  -2.457
H  0.031  4.729  -0.994
H  -1.905  5.984  -1.921
H  -3.679  4.745  -3.193
H  -3.533  2.273  -3.526
H  -1.587  1.013  -2.586
C  -1.834  -3.085  2.039
C  -2.101  -3.469  3.344
C  -1.042  -3.852  4.173
C  0.286  -3.856  3.726
C  0.577  -3.501  2.415
H  -2.635  -2.763  1.360
H  -3.138  -3.454  3.688
H  -1.262  -4.119  5.202
H  1.101  -4.117  4.397
H  1.606  -3.461  2.027
C  2.449  -3.382  -0.920
C  3.422  -4.259  -1.351
C  3.080  -5.580  -1.659
C  1.766  -6.051  -1.560
C  0.763  -5.191  -1.139
H  2.698  -2.337  -0.674
H  4.443  -3.907  -1.430
H  3.843  -6.274  -1.985
H  1.464  -7.069  -1.796
H  -0.280  -5.498  -1.056
C  -2.367  -4.401  -0.772
C  -3.512  -4.773  -1.469
C  -4.064  -3.890  -2.403
C  -3.504  -2.633  -2.661
C  -2.365  -2.238  -1.979
H  -1.913  -5.044  -0.007
H  -3.923  -5.754  -1.244
H  -4.955  -4.198  -2.931
H  -3.947  -1.956  -3.392
H  -1.920  -1.245  -2.166
H  1.874  -0.771  -1.258
H  0.006  -0.563  -2.331
Br  -0.513  -0.809  4.072
C  -1.007  0.985  3.971
C  -0.633  1.750  5.073
C  -1.120  3.049  5.238
C  -1.978  3.558  4.262
C  -2.323  2.827  3.146
C  -1.817  1.534  2.970
C  -2.406  0.815  1.771
O  -3.587  0.833  1.577
O  -1.537  0.300  0.956
H  0.018  1.318  5.824
H  -0.836  3.627  6.114
H  -2.401  4.548  4.358
H  -3.015  3.190  2.392

Entry 2:
A structure of composition C44H36ClMoN3PSSe. Source: the OMol25 dataset; level of theory: the ωB97M-V functional and the def2-TZVPD basis.

The HOMO energy (spin up / spin down) comes out at -10.41 / -10.81 eV. Its orbital gap (spin up / spin down) is 6.6 / 7.0 eV. The multiplicity is 3. As for the net charge: +1. As for the energy above the lowest of the compared OMol25 structures with the same formula, charge and spin: 77.7 kcal per mole. The calculation puts the LUMO energy (spin up / spin down) at -3.8148 / -3.7739 eV.

Atoms and positions in Å:
Mo  0.697  0.198  -0.391
C  0.930  3.246  4.535
C  -0.446  2.747  4.188
C  -1.519  3.157  4.976
C  -2.805  2.692  4.764
C  -3.052  1.781  3.748
C  -2.010  1.380  2.934
C  -0.712  1.856  3.137
P  0.481  1.468  1.814
C  2.068  0.952  2.554
C  3.284  1.463  2.092
C  4.489  0.952  2.543
C  4.496  -0.087  3.459
C  3.295  -0.598  3.922
C  2.071  -0.111  3.477
C  0.797  -0.717  3.998
C  0.705  3.133  1.006
C  1.699  4.304  1.219
C  0.922  5.612  1.315
C  -0.508  5.982  -0.314
C  -1.055  5.022  -1.301
C  -1.019  3.805  -0.782
C  -0.866  2.546  -1.560
H  0.881  4.263  4.923
H  1.607  3.226  3.689
H  1.362  2.616  5.316
H  -1.330  3.872  5.768
H  -3.616  3.040  5.389
H  -4.049  1.395  3.588
H  -2.194  0.690  2.119
H  3.310  2.282  1.388
H  5.418  1.366  2.172
H  5.434  -0.507  3.795
H  3.299  -1.412  4.636
H  1.001  -1.680  4.463
H  0.078  -0.879  3.193
H  0.326  -0.067  4.738
H  2.579  4.162  1.838
H  1.179  6.358  2.060
H  -0.828  7.020  -0.361
H  -1.257  5.275  -2.334
H  -0.818  2.781  -2.629
H  -1.666  1.824  -1.407
S  1.213  -1.893  -4.393
C  2.802  -1.405  -3.857
C  4.037  -1.638  -4.445
C  5.165  -1.187  -3.787
C  5.069  -0.508  -2.570
C  3.841  -0.263  -1.990
C  2.697  -0.722  -2.640
N  1.395  -0.595  -2.188
C  0.523  -1.167  -2.992
C  -0.848  -1.183  -2.551
C  -1.906  -1.736  -3.270
C  -3.175  -1.725  -2.727
C  -3.381  -1.166  -1.468
C  -2.320  -0.630  -0.753
C  -1.026  -0.618  -1.270
H  4.110  -2.161  -5.389
H  6.140  -1.374  -4.216
H  5.971  -0.173  -2.075
H  3.755  0.243  -1.035
H  -1.716  -2.178  -4.242
H  -4.006  -2.153  -3.272
H  -4.374  -1.157  -1.039
H  -2.507  -0.220  0.234
Cl  -1.747  5.841  2.270
C  -0.569  5.299  1.070
C  1.045  5.836  -0.211
C  1.789  4.436  -0.336
C  1.290  2.907  -0.393
N  0.410  1.981  -1.098
C  -0.690  3.799  0.712
H  1.643  6.637  -0.637
H  2.748  4.563  -0.834
H  2.257  2.385  -0.341
H  -1.493  3.317  1.265
Se  1.600  -1.816  0.696
C  1.080  -3.382  -0.309
C  2.045  -4.220  -0.848
C  1.617  -5.308  -1.599
N  0.339  -5.592  -1.816
C  -0.574  -4.818  -1.240
C  -0.260  -3.707  -0.471
H  3.098  -4.028  -0.688
H  2.339  -5.980  -2.051
H  -1.611  -5.095  -1.404
H  -1.033  -3.115  -0.007

no.,F_max (eV/Å)
1,7.2
2,1.6